# 1
18
Properties=species:S:1:pos:R:3:forces:R:3 method="wB97M-V/def2-TZVPD" relative_energy_kcal_mol=14.8 charge=+1 spin_multiplicity=1 homo_lumo_gap_ev=9.89 total_energy_ha=-364.3237 smiles="C=C/C=[N+](/C)C(C)=O"
C -1.985 0.433 -0.254 -0.6840 -0.3806 -0.3176
C -0.726 1.030 0.123 0.4951 0.2547 0.2060
C 0.677 -0.956 0.218 -0.1396 0.0735 -0.0499
C -2.641 -0.653 0.187 0.9560 0.3636 0.1945
C 1.367 -1.356 -1.026 0.2057 -0.4366 -0.2827
C 1.574 1.329 0.743 0.8114 0.5511 0.5016
N 0.457 0.534 0.302 -1.4823 -0.4094 -0.1210
O 0.260 -1.619 1.104 -0.0267 -0.0237 0.0654
H -2.529 1.095 -0.923 0.0441 -0.0081 -0.0100
H -0.779 2.115 0.201 0.1611 -0.0212 0.0194
H -2.236 -1.300 0.951 0.0677 -0.1028 0.0297
H -3.629 -0.872 -0.176 -0.1732 0.0200 -0.1122
H 1.551 -2.429 -1.017 -0.0258 0.0721 0.0625
H 0.734 -1.114 -1.882 -0.0576 0.0647 0.0005
H 2.311 -0.833 -1.164 0.0118 0.0931 0.0551
H 2.484 1.050 0.216 -0.0967 -0.0257 -0.0849
H 1.377 2.387 0.587 -0.0444 -0.0422 -0.0702
H 1.734 1.160 1.811 -0.0224 -0.0427 -0.0861

---

# 2
131
Properties=species:S:1:pos:R:3:forces:R:3 method="wB97M-V/def2-TZVPD" relative_energy_kcal_mol=125.6 charge=-1 spin_multiplicity=1 homo_lumo_gap_ev="4.55 / 2.99" total_energy_ha=-3365.6647
Sr -0.452 0.356 -0.067 -0.1110 -4.9836 -0.2529
N 9.949 -4.124 -2.169 -0.3117 0.0819 0.0521
C 8.862 -3.812 -1.944 1.5776 -0.4805 -0.2910
C 7.543 -3.429 -1.671 -1.6765 0.5335 0.4100
C 6.506 -4.373 -1.684 0.6174 0.1264 -0.1467
C 5.212 -3.981 -1.435 -0.3630 0.3163 0.0717
C 4.900 -2.643 -1.170 0.8959 -0.2786 -0.2185
C 5.941 -1.708 -1.147 -0.4735 -0.1196 0.2114
C 7.242 -2.088 -1.379 0.3628 -0.4638 -0.1668
C 3.507 -2.230 -0.977 -0.9952 0.1104 0.4027
C 2.787 -2.893 0.024 0.5012 0.1481 -0.3236
C 3.331 -3.803 0.985 -0.0894 -0.1701 0.2346
C 2.271 -4.256 1.729 0.4490 -0.1632 0.0826
C 1.123 -3.623 1.193 -0.0394 0.2057 -0.4648
N 1.422 -2.808 0.198 -0.5847 0.2898 0.4345
C 3.029 -1.246 -1.871 0.2876 -0.2323 -0.0045
C 3.715 -0.829 -3.048 0.0196 -0.0011 -0.1358
C 2.883 0.056 -3.694 0.1930 -0.0033 -0.2803
C 1.732 0.154 -2.888 -0.0692 -0.1563 0.0802
N 1.809 -0.618 -1.813 -0.7038 0.4469 0.6216
H 6.731 -5.406 -1.909 0.0267 -0.0456 0.0034
H 4.411 -4.706 -1.457 -0.0233 -0.0280 0.0103
H 5.696 -0.681 -0.924 0.0405 0.1197 -0.0125
H 8.043 -1.365 -1.346 0.0400 0.0647 -0.0078
H 4.369 -4.058 1.106 0.1091 -0.0153 0.0571
H 2.297 -4.949 2.552 -0.0049 -0.0570 0.0691
H 0.095 -3.763 1.488 -0.1693 0.0206 0.1375
H 4.678 -1.171 -3.381 0.1298 -0.0254 -0.0574
H 3.071 0.576 -4.617 0.0127 0.0601 -0.0957
H 0.860 0.761 -3.069 -0.1892 0.1690 -0.0031
O -2.519 5.353 4.683 0.3729 -0.0494 -0.1363
C -3.625 4.557 4.684 -0.5301 0.5603 0.3886
O -4.655 4.964 5.192 0.2131 -0.0899 -0.1111
C -3.438 3.267 4.052 0.1748 -0.2568 -0.1700
C -2.216 2.879 3.480 -0.1559 0.1668 0.1898
C -2.074 1.647 2.903 -0.2883 -0.0325 0.0889
C -3.132 0.721 2.888 -0.2202 -0.2711 -0.0553
C -4.376 1.141 3.412 -0.1538 -0.0260 0.0812
C -4.523 2.381 3.975 0.0967 0.1789 0.1318
N -2.935 -0.518 2.354 1.3603 1.1540 -0.7995
C -3.531 -1.539 2.887 -0.8545 -1.2562 0.6515
C -3.456 -2.891 2.436 -0.3435 0.7740 0.5976
C -4.093 -3.886 3.220 -0.0458 -0.4726 0.0354
C -3.985 -5.208 2.873 -0.1596 0.4563 0.2699
C -3.259 -5.533 1.727 0.2319 -0.2315 -0.3730
C -2.708 -4.491 0.991 -0.1426 -0.4131 0.1488
N -2.787 -3.215 1.311 0.4352 0.2730 -0.4987
H -2.751 6.187 5.116 -0.2345 -0.2067 -0.0123
H -1.390 3.571 3.485 0.1423 0.0362 -0.0029
H -1.135 1.361 2.471 0.2358 -0.0383 0.0499
H -5.226 0.476 3.330 -0.0170 -0.0084 0.0143
H -5.475 2.710 4.370 -0.0618 -0.0241 0.0076
H -4.094 -1.407 3.826 0.0707 -0.0321 -0.1847
H -4.653 -3.591 4.098 -0.0061 0.0592 0.0585
H -4.450 -5.981 3.470 -0.0351 -0.0183 0.0531
H -3.123 -6.562 1.431 0.0210 -0.0641 -0.1434
H -2.164 -4.705 0.082 0.1204 -0.2368 -0.1416
N -0.405 -3.986 -4.612 0.1386 0.0382 -0.3345
C -1.687 -4.455 -4.024 -0.9135 -0.0171 0.5155
C -1.976 -3.620 -2.776 0.0274 -0.3191 -0.0277
N -0.884 -3.835 -1.855 0.1161 0.2814 0.2694
C 0.337 -3.306 -2.427 0.1412 -0.2982 0.0376
C 0.710 -4.147 -3.628 0.5168 0.2684 0.5824
H -0.490 -2.973 -4.775 0.0151 -0.2157 -0.2112
H -0.210 -4.469 -5.492 -0.0128 0.2397 0.0905
H -1.571 -5.502 -3.742 0.1204 0.0432 -0.1200
H -2.482 -4.360 -4.765 0.1404 0.0725 -0.0522
H -2.909 -3.951 -2.320 -0.0846 0.0436 -0.1171
H -2.089 -2.563 -3.052 -0.0940 0.0916 -0.0228
H -1.044 -3.330 -0.982 -0.1758 -0.0855 -0.0823
H 1.101 -3.328 -1.649 -0.0307 -0.0739 -0.4445
H 0.229 -2.250 -2.712 0.0718 0.0356 -0.1630
H 0.785 -5.199 -3.355 -0.1288 -0.0266 -0.1121
H 1.647 -3.815 -4.075 -0.0961 0.0849 -0.1648
C -4.404 -1.307 -1.986 0.5475 0.3792 0.2702
Si -2.856 -0.114 -1.722 -1.0010 -0.7027 -1.2825
C -2.626 0.527 -3.557 -0.1599 -0.0062 0.4404
C -3.700 1.401 -0.922 0.0429 -0.1156 -0.0591
H -5.326 -0.733 -2.021 -0.1863 0.2015 -0.0421
H -4.482 -1.995 -1.151 -0.0683 -0.2585 0.2809
H -4.362 -1.896 -2.898 0.1144 -0.1095 -0.2668
H -3.560 0.868 -4.004 -0.2408 0.0537 -0.0738
H -2.185 -0.199 -4.241 0.1096 -0.2478 -0.0639
H -1.954 1.378 -3.520 0.2496 0.2922 -0.0655
H -4.510 1.833 -1.511 -0.1385 -0.0213 -0.1887
H -2.949 2.168 -0.789 0.1139 0.3562 0.0824
H -4.092 1.157 0.061 -0.0917 -0.0768 0.2570
C 2.867 -0.085 2.202 -0.2453 0.1783 0.0550
C 1.638 0.298 3.020 0.2637 0.2353 0.1525
C 2.008 0.564 4.490 -0.1483 -0.1608 -0.1837
C 0.580 -0.737 2.908 0.1738 0.1406 0.5803
H 3.603 0.719 2.202 0.0993 0.0697 -0.0579
H 2.565 -0.295 1.177 0.1709 -0.0376 -0.1914
H 3.333 -0.982 2.609 0.0471 -0.1412 -0.0130
H 1.253 1.248 2.637 0.0630 -0.1161 0.0877
H 2.435 -0.330 4.942 0.0783 -0.0890 0.1089
H 1.123 0.846 5.056 -0.0533 0.0446 0.0934
H 2.735 1.373 4.557 0.0820 0.0631 0.0162
H -0.256 -0.666 3.586 -0.3576 0.0198 -0.1116
H 0.862 -1.725 2.594 -0.0592 -0.1929 -0.2128
C -1.957 5.203 -1.152 0.0259 -0.1059 0.1118
C -2.103 4.901 0.338 -0.8696 1.3284 -0.3205
C -1.497 6.024 1.187 0.0497 -0.3019 -0.0726
C -3.592 4.758 0.674 0.3116 -0.1501 -0.0396
O -1.476 3.688 0.683 1.2982 -1.3052 -0.1511
P -0.178 3.012 0.000 -0.6423 5.2526 -0.0638
O -0.513 2.378 -1.307 0.1362 0.0285 -0.3205
O 0.390 2.091 1.006 0.9887 0.7403 1.2239
O 0.733 4.360 -0.181 -1.1357 -1.0896 0.4070
C 2.056 4.381 -0.665 1.2997 0.3430 -0.4242
C 2.559 2.992 -1.032 -0.0512 0.1277 -0.0068
C 2.081 5.283 -1.908 -0.1529 -0.2380 0.3464
C 2.925 4.985 0.446 -0.3317 -0.1123 -0.1991
H -2.547 6.079 -1.416 -0.0535 0.0706 0.0086
H -2.303 4.348 -1.727 -0.0923 -0.0496 -0.1420
H -0.915 5.380 -1.394 0.0205 0.1339 -0.1538
H -1.961 6.978 0.946 -0.0706 0.0704 -0.0339
H -0.429 6.086 0.996 0.1090 0.0930 -0.0168
H -1.649 5.811 2.243 -0.0499 0.0047 0.0952
H -4.090 5.712 0.519 -0.0522 0.1280 -0.0036
H -3.728 4.449 1.707 0.0162 -0.0106 0.1041
H -4.055 4.012 0.034 -0.0492 -0.1100 -0.0753
H 1.909 2.555 -1.783 0.0567 -0.0814 -0.1436
H 2.547 2.352 -0.157 0.1478 -0.1825 0.1216
H 3.572 3.044 -1.429 0.0694 0.0161 -0.0130
H 1.436 4.855 -2.672 -0.0625 0.0093 -0.1050
H 3.093 5.356 -2.298 0.1132 0.0220 -0.0527
H 1.724 6.280 -1.656 -0.0449 0.0663 -0.0035
H 2.887 4.337 1.318 0.0511 -0.0513 0.1252
H 2.543 5.967 0.727 -0.0025 0.0326 -0.0004
H 3.955 5.086 0.112 0.1246 -0.0004 -0.0129

---

# 3
92
Properties=species:S:1:pos:R:3:forces:R:3 method="wB97M-V/def2-TZVPD" relative_energy_kcal_mol=68.3 charge=-1 spin_multiplicity=1 homo_lumo_gap_ev=6.51 total_energy_ha=-4765.6484
Sr -1.486 -1.067 -2.152 3.2193 0.2953 -5.5007
C 2.297 -0.355 -0.910 0.1483 -0.0177 0.0782
C 2.690 0.180 -2.294 -0.2226 -0.0783 0.0107
C 1.916 1.465 -2.600 0.1323 0.0748 -0.1169
C 2.679 -0.973 -3.302 -0.0308 -0.0091 0.1376
C 3.885 -1.675 -3.380 -0.0345 0.0229 -0.0233
C 4.021 -2.818 -4.146 -0.1014 0.0409 0.0039
C 2.914 -3.278 -4.841 0.0053 -0.0047 -0.0469
C 1.691 -2.613 -4.796 0.0162 -0.0993 -0.0368
C 0.532 -3.284 -5.530 -0.0659 0.0873 0.1521
C -0.348 -2.411 -6.425 -0.0320 -0.0722 -0.2141
C -0.333 -4.082 -4.546 0.0260 -0.1669 -0.0414
C 1.557 -1.437 -4.024 0.1465 0.0695 -0.1043
N 0.312 -0.776 -3.984 0.1111 0.1237 -0.0351
C 0.107 0.144 -4.954 -0.0755 0.2046 0.1233
C 1.020 0.558 -5.954 0.2109 0.0903 -0.0401
C 0.710 1.519 -6.908 0.0093 -0.0580 0.0745
C -0.533 2.137 -6.945 -0.0252 -0.0797 0.0714
C -1.473 1.749 -5.988 0.0250 0.1272 -0.1589
C -1.137 0.804 -5.061 -0.1300 -0.0270 0.0593
F -2.131 0.439 -4.165 0.1576 -0.0310 0.0262
H 2.377 0.424 -0.147 0.0249 0.0102 -0.0444
H 2.928 -1.198 -0.614 0.0057 0.0580 -0.0384
H 1.269 -0.708 -0.894 -0.2029 -0.0383 -0.0661
H 3.741 0.469 -2.230 0.0831 0.0563 0.0486
H 0.842 1.347 -2.513 -0.1074 -0.1007 0.0253
H 2.126 1.841 -3.603 0.0200 -0.0499 -0.0026
H 2.219 2.234 -1.881 -0.0022 -0.0487 -0.0496
H 4.733 -1.306 -2.808 -0.0420 -0.0338 -0.0527
H 4.966 -3.348 -4.191 -0.0402 0.0274 -0.0100
H 2.990 -4.181 -5.440 0.0099 0.0392 0.0390
H 1.013 -4.009 -6.192 0.0002 -0.0857 -0.0303
H -1.053 -1.811 -5.854 -0.0087 -0.0829 0.0054
H -0.927 -3.059 -7.092 0.0357 0.0134 0.0301
H 0.235 -1.723 -7.043 -0.0311 -0.1226 0.0607
H -0.845 -3.433 -3.839 -0.0149 0.1248 0.0324
H 0.269 -4.783 -3.961 -0.0134 0.0388 -0.0567
H -1.108 -4.650 -5.070 0.0836 0.0411 -0.0099
H 2.002 0.094 -5.966 -0.0537 0.0465 -0.0042
H 1.464 1.788 -7.640 -0.0085 -0.0187 0.0197
H -0.777 2.882 -7.691 0.0172 -0.0247 0.0376
H -2.471 2.171 -5.956 0.0432 -0.0191 -0.0038
F -2.944 -3.522 0.724 0.3189 -0.8740 0.9888
Te -3.559 -2.212 -0.376 -1.1450 0.2584 -0.6700
F -5.386 -2.089 -0.019 -0.8489 0.1012 0.4207
F -2.102 -3.075 -1.544 -0.1750 -0.8787 0.6776
F -3.642 -1.308 1.252 0.0157 0.7740 0.7752
F -4.309 -3.632 -1.284 -0.5764 -0.9861 -0.8850
O -3.621 -0.858 -1.598 -1.4720 -0.6491 1.1826
O -1.088 0.711 -0.865 0.0611 1.2260 1.6577
C -1.390 0.070 0.150 0.4511 -1.3522 0.5255
O -1.461 -1.279 0.125 0.0751 1.7723 0.8180
C -1.526 0.700 1.493 0.2986 0.2540 0.1229
C -0.141 0.658 2.183 -0.1716 -0.2082 -0.6954
Ge -0.232 1.195 4.016 -0.0364 0.0083 0.3371
C 1.385 0.665 4.929 0.4452 -0.1488 0.3332
C 2.341 -0.140 4.307 0.0854 0.0400 0.1064
C 3.467 -0.581 4.997 -0.0890 0.0683 -0.0030
C 3.653 -0.220 6.323 -0.0714 0.0377 0.0033
C 2.714 0.587 6.959 -0.0448 -0.0031 -0.1152
C 1.590 1.023 6.267 0.1847 -0.1272 -0.0682
C -0.441 3.101 4.199 -0.1420 0.5911 0.1285
C -1.701 3.695 4.054 0.1408 0.1220 0.0043
C -1.862 5.069 4.191 0.0847 -0.0992 -0.0083
C -0.764 5.871 4.479 0.0048 -0.0539 -0.0098
C 0.494 5.300 4.621 -0.0561 -0.1114 -0.0379
C 0.653 3.923 4.481 -0.1736 0.1392 -0.0293
C -1.739 0.317 4.847 -0.3903 -0.3081 0.1919
C -2.447 0.908 5.895 -0.0864 -0.2025 -0.0201
C -3.524 0.251 6.485 0.0944 -0.0052 -0.0933
C -3.910 -1.002 6.026 0.0383 0.0299 -0.0157
C -3.213 -1.607 4.988 0.0821 0.1094 0.0039
C -2.131 -0.954 4.408 -0.0744 0.0561 0.1501
H -2.262 0.142 2.059 -0.0285 0.0349 0.0356
H -1.858 1.731 1.368 0.0201 0.0353 0.0266
H 0.563 1.303 1.654 0.0274 -0.0177 -0.0501
H 0.268 -0.356 2.155 -0.1088 -0.0292 -0.1338
H 2.218 -0.430 3.269 -0.0114 -0.0040 0.0309
H 4.196 -1.208 4.497 -0.0156 0.0134 0.0033
H 4.526 -0.567 6.863 -0.0183 0.0215 -0.0075
H 2.859 0.873 7.994 -0.0130 -0.0069 -0.0153
H 0.867 1.650 6.782 -0.0140 -0.0211 -0.0460
H -2.570 3.082 3.834 0.0522 -0.0034 0.0286
H -2.844 5.512 4.073 0.0235 -0.0034 0.0051
H -0.890 6.942 4.592 0.0083 -0.0167 -0.0067
H 1.352 5.924 4.840 -0.0109 -0.0095 -0.0001
H 1.642 3.492 4.598 -0.0302 -0.0186 0.0101
H -2.167 1.892 6.257 0.0059 0.0022 -0.0245
H -4.065 0.723 7.296 -0.0042 -0.0027 -0.0041
H -4.760 -1.505 6.473 0.0165 0.0062 -0.0008
H -3.515 -2.579 4.616 0.0071 0.0373 0.0081
H -1.606 -1.451 3.597 -0.0221 0.0789 0.0156

---

# 4
17
Properties=species:S:1:pos:R:3:forces:R:3 method="wB97M-V/def2-TZVPD" relative_energy_kcal_mol=68.2 spin_multiplicity=1 homo_lumo_gap_ev=9.32 total_energy_ha=-285.0692 smiles="[H]/N=C/N.CCN"
C 3.447 -0.192 0.169 1.1092 -1.2899 1.5711
C 2.832 -1.638 0.259 -1.6507 3.2588 -1.7292
N 1.405 -1.493 -0.176 -0.5274 -1.9458 -0.3646
H 4.551 -0.365 0.046 -0.7398 0.8248 0.9725
H 3.049 0.372 1.065 1.3104 -0.8038 -0.2528
H 3.193 0.540 -0.549 -0.7730 -0.2022 -1.8369
H 2.906 -1.862 1.281 0.3438 -0.9477 1.3918
H 3.263 -2.421 -0.393 0.0532 0.6970 0.3891
H 1.175 -2.480 -0.359 -0.7507 0.7889 -0.0539
H 0.642 -1.114 0.429 1.6119 -0.3754 -0.0833
N -3.452 1.563 -1.238 1.3831 -1.0389 0.4692
C -3.823 1.324 0.049 2.4386 -1.8116 -0.3312
N -4.246 2.215 0.834 -2.0544 1.2421 -0.8573
H -2.702 0.866 -1.617 -1.8550 2.4974 0.3977
H -3.642 2.575 -1.440 0.9265 -1.4132 -0.4762
H -3.489 0.313 0.473 -1.0388 0.4297 -1.0763
H -5.110 1.796 1.165 0.2130 0.0899 1.8705

---

# 5
26
Properties=species:S:1:pos:R:3:forces:R:3 method="wB97M-V/def2-TZVPD" relative_energy_kcal_mol=97.5 charge=+1 spin_multiplicity=1 homo_lumo_gap_ev=10.27 total_energy_ha=-589.4853
C 1.110 -2.465 -0.979 1.9362 -1.0765 1.1482
C 2.189 -0.336 -0.483 -1.9438 -0.8271 0.6746
C 1.403 -3.472 -0.019 -1.9045 -0.2426 2.5903
C -0.923 2.259 1.312 -3.3973 -0.6519 -0.6848
C -0.592 1.561 -1.129 0.3440 4.1104 3.4428
C -2.316 0.452 0.338 -0.5547 -0.5471 2.8222
C -0.924 1.101 0.282 -0.6034 0.1546 -0.7397
N 1.174 -1.264 -1.291 1.2149 2.4931 -3.5758
N 1.420 0.331 0.385 -0.9326 0.1166 0.4856
N 0.040 0.010 0.576 0.4051 0.5602 -0.1254
O 0.926 -3.657 -1.376 -2.0198 -0.6831 -1.9676
O 3.348 -0.410 -0.652 0.0505 0.1754 -0.5723
H 0.670 -3.626 0.823 0.4327 0.0535 -1.2037
H 2.280 -4.019 0.133 1.8103 0.1047 0.1635
H -1.743 3.087 1.199 1.7355 -1.5476 -0.3436
H -1.171 1.786 2.233 -0.3708 -0.3452 1.0750
H 0.003 2.641 1.472 2.8307 1.6520 0.1260
H -1.296 2.421 -1.258 0.6836 -0.7777 -0.8022
H -0.701 0.772 -1.746 -0.3912 -2.2247 -2.5458
H 0.453 1.966 -1.059 -0.9545 -0.2016 -0.7601
H -2.332 -0.283 1.277 -0.0850 1.4053 -1.8571
H -3.055 1.262 0.618 0.5956 -1.0705 -0.6480
H -2.649 -0.131 -0.523 0.2449 0.2568 -0.0172
H 1.052 -0.917 -2.317 -0.0239 -1.0657 2.2485
H 1.776 1.225 0.662 0.2706 0.3340 0.6623
H -0.141 -0.295 1.521 0.6270 -0.1550 0.4042

---

# 6
11
Properties=species:S:1:pos:R:3:forces:R:3 method="wB97M-V/def2-TZVPD" charge=+1 spin_multiplicity=1 homo_lumo_gap_ev=2.77 total_energy_ha=-1005.5934
Rb 2.713 6.211 -3.100 0.0063 -0.4004 0.1668
Ca -1.577 3.323 0.915 1.6095 -1.5511 -0.7814
O 1.445 2.960 -0.730 -0.7999 0.6171 0.2710
H 2.005 2.161 -0.790 -0.7520 0.4016 0.2914
C -0.045 -2.390 0.702 -0.2003 1.0319 -1.3297
C -1.447 -1.865 0.342 -0.1187 -2.0774 -1.3220
O -1.794 -0.851 0.929 -0.8776 3.8254 2.1027
O -2.249 -2.339 -0.499 1.1745 -0.7399 0.1459
H 0.506 -1.458 0.827 0.1512 0.0245 0.5258
H 0.408 -2.772 -0.212 -0.0334 -0.9398 0.3369
H 0.034 -2.980 1.615 -0.1595 -0.1921 -0.4073